Here is a molecular structure, C3H7PS at a distorted geometry from OMol25. Energies are from ωB97M-V with the def2-TZVPD basis set.

Geometry as XYZ:
```
12
Properties=species:S:1:pos:R:3:forces:R:3:lowdin_charge:R:1
S -0.1401 -2.7449 0.7940 -0.20 1.24 -0.60 0.66
P -1.2825 2.1426 0.5840 1.37 -0.54 -1.39 0.73
C 0.6311 -1.0964 0.3507 1.09 -1.02 1.90 -0.61
C -0.1157 1.5798 -0.5172 0.46 -3.70 0.51 -0.44
C 0.1359 -0.2877 -0.7990 -4.85 3.09 3.36 -0.21
H 0.6895 2.0629 -1.0837 -0.64 0.26 0.31 0.00
H -0.9164 -0.6424 -0.9797 1.11 0.52 -0.49 0.08
H -0.9471 3.5183 0.4281 -0.07 -0.04 0.03 -0.16
H 1.6359 -1.4463 0.2244 0.84 0.17 -0.56 0.04
H 0.7806 -0.4249 -1.5504 1.90 -0.03 -3.33 0.02
H 0.7143 -0.6090 1.3161 -0.42 0.50 -0.03 0.05
H -1.1855 -2.0518 1.2328 -0.60 -0.45 0.30 -0.16
```
Positions in Å, forces in eV/Å.

For the LUMO energy, the calculation gives 0.00 eV. The calculated total energy is -857.92175 a.u. The total charge is 0. For the HOMO-LUMO gap, the calculation gives 9.2 eV.